# 1
Density functional theory data (wB97M-V/def2-TZVPD) for C41H35BrF12N4O4STi as an isolated structure in a non-equilibrium geometry.

## Properties
Energy relative to the best compared isomer or geometry (same formula, charge and spin), eV: 0.0000
Kohn-Sham gap (alpha / beta), Ha: 0.146 / 0.192
Spin multiplicity: 3
F_max, Eh/bohr: 0.03154
Charge: -2

Last column: Löwdin spin population.
Element x y z (Å)
Ti  0.05500  0.55257  -0.59121  0.915
C  -2.40908  -1.56541  5.97776  0.001
C  -1.69870  -0.97236  4.79230  0.003
C  -0.59118  -0.14726  4.92859  0.000
C  0.02146  0.41784  3.83409  0.002
C  -0.41180  0.20149  2.50135  0.002
N  0.17318  0.83162  1.45912  0.012
C  1.11066  1.86306  1.63580  0.004
C  2.37164  1.64765  2.19507  0.009
C  3.27232  2.68217  2.35221  0.001
C  2.93922  3.97653  1.96764  0.010
C  3.91686  5.10938  2.12701  0.002
C  1.69582  4.18770  1.38779  0.002
C  0.78693  3.15603  1.17903  0.011
C  -0.54850  3.36016  0.43406  0.004
O  -0.85394  2.35604  -0.43405  0.005
C  -1.65712  3.56787  1.52322  0.000
F  -2.81267  4.01926  0.97358  0.000
F  -1.95892  2.46564  2.19885  0.000
F  -1.28874  4.48593  2.44943  0.001
C  -0.56312  4.68201  -0.42423  0.000
F  -0.78190  5.81513  0.30132  0.000
F  -1.53455  4.64224  -1.35023  0.000
F  0.58481  4.88501  -1.08570  0.000
C  -1.56170  -0.65019  2.35485  0.003
C  -2.14913  -1.18295  3.49714  0.000
C  -2.24480  -0.95212  0.99234  0.004
O  -1.47651  -0.80133  -0.10528  0.013
C  -3.53861  -0.08702  0.79498  0.000
F  -4.32850  -0.61935  -0.18187  0.000
F  -3.26027  1.14533  0.38775  0.000
F  -4.31491  0.01703  1.89244  0.000
C  -2.78239  -2.44571  0.97869  0.000
F  -2.96395  -2.88946  -0.27963  0.000
F  -1.92786  -3.30988  1.55383  0.000
F  -3.98098  -2.62426  1.60077  0.000
H  -1.77077  -1.54468  6.86397  0.000
H  -2.69046  -2.60600  5.79929  0.000
H  -3.32679  -1.02321  6.22804  0.000
H  -0.19463  0.06402  5.91814  0.000
H  0.86393  1.07253  3.99843  0.000
H  2.63869  0.63396  2.46764  0.001
H  4.25422  2.47752  2.76661  0.000
H  4.26588  5.20161  3.15879  0.000
H  3.46211  6.05843  1.84156  0.000
H  4.79698  4.96306  1.49566  0.001
H  1.44747  5.19392  1.07886  0.000
H  -3.03459  -1.79286  3.38466  0.000
O  -2.02378  1.87224  -6.21220  0.006
C  -1.58339  1.34276  -5.02613  0.014
C  -2.35734  1.34304  -3.86876  -0.002
C  -1.81918  0.82580  -2.70809  0.014
N  -0.57272  0.31539  -2.64438  0.008
C  0.11502  0.25259  -3.78422  0.018
Br  1.74267  -0.67846  -3.78891  0.011
C  -0.33082  0.75158  -4.99771  -0.002
H  -2.83152  2.36876  -6.04913  0.000
H  -3.36214  1.74466  -3.85341  0.000
H  -2.39423  0.79502  -1.79246  0.001
H  0.28482  0.68159  -5.87981  0.000
C  2.46853  -4.36178  1.69201  0.037
C  3.53015  -3.72348  1.05917  -0.001
C  3.35320  -2.52167  0.39832  0.032
C  2.08758  -1.91541  0.33937  0.015
C  1.01947  -2.58509  0.93701  0.026
C  1.21196  -3.77505  1.61782  0.001
N  1.87621  -0.67578  -0.27928  0.217
N  3.05841  -0.06644  -0.43891  0.357
C  2.96228  1.12766  -1.11328  0.021
C  4.16038  1.79831  -1.40991  0.063
C  4.13106  2.91175  -2.23149  0.001
C  2.91444  3.35432  -2.75128  0.079
C  1.73589  2.70445  -2.38150  -0.001
C  1.70717  1.61199  -1.52017  0.068
H  2.61849  -5.29099  2.22928  0.003
H  4.51909  -4.17065  1.07812  -0.001
H  4.18364  -2.03063  -0.08546  0.005
H  0.04254  -2.14138  0.86781  0.001
H  0.36318  -4.23949  2.10494  -0.001
H  5.09321  1.40984  -1.01689  0.002
H  5.05189  3.42872  -2.48223  -0.002
H  2.88465  4.21289  -3.41459  0.006
H  0.79424  3.09279  -2.77048  -0.002
C  -0.62919  -5.84479  -0.75602  0.000
C  -1.31820  -5.10036  -1.88475  0.000
S  -0.46916  -3.54456  -2.22414  0.001
O  0.86698  -3.97994  -2.75264  0.000
C  -1.43706  -3.07601  -3.66944  0.000
C  -2.82918  -2.57164  -3.31785  0.000
H  -1.01315  -6.86449  -0.68947  0.000
H  -0.79505  -5.34696  0.19620  0.000
H  0.44629  -5.88543  -0.92541  0.000
H  -2.35289  -4.87290  -1.63185  0.000
H  -1.27098  -5.65629  -2.82662  0.000
H  -1.44435  -3.93548  -4.34643  0.000
H  -0.83691  -2.29038  -4.12791  0.000
H  -3.48198  -3.38058  -2.99058  0.000
H  -3.28717  -2.09704  -4.18695  0.000
H  -2.78314  -1.84168  -2.50975  0.000



# 2
Density functional theory data (wB97M-V/def2-TZVPD) for C5H10ClNO6RuS as an isolated structure.

## Properties
Energy relative to the best compared isomer or geometry (same formula, charge and spin), eV: 0.0713
Kohn-Sham gap (alpha / beta), Ha: 0.312 / 0.222
Spin multiplicity: 2
F_max, Eh/bohr: 0.01208
Charge: +1

Last column: Löwdin spin population.
Element x y z (Å)
Ru  0.34059  -0.81228  0.58962  0.513
C  0.26473  2.15040  1.50624  0.000
O  0.66042  1.24822  0.44485  0.000
C  0.22127  1.70668  -0.85160  0.000
C  0.65175  0.65251  -1.83809  0.000
O  0.07235  -0.61205  -1.42623  0.000
C  -1.21523  -0.91689  -2.02206  0.000
H  0.73037  3.11554  1.31701  0.000
H  0.64130  1.72629  2.43235  0.000
H  -0.82089  2.23405  1.53433  0.000
H  0.68941  2.67079  -1.05161  0.000
H  -0.86699  1.81379  -0.83142  0.000
H  1.73017  0.50202  -1.81640  0.000
H  0.32619  0.87648  -2.85252  0.000
H  -1.07676  -0.94410  -3.10034  0.000
H  -1.95324  -0.17245  -1.72778  0.001
H  -1.49821  -1.89707  -1.65195  -0.001
O  1.31665  -1.87892  2.47171  0.001
Cl  1.84876  -2.54673  1.27425  0.002
O  2.76423  -3.56602  1.49186  -0.001
O  0.61565  -2.94396  0.50471  0.003
O  2.36410  -1.42342  0.42044  0.006
S  -3.83332  -0.20812  2.47412  0.307
C  -2.48742  -0.34772  1.67579  0.037
N  -1.48590  -0.42707  1.03275  0.132



# 3
Density functional theory data (wB97M-V/def2-TZVPD) for C13H6F5I2LiS2Se as an isolated structure.

## Properties
Kohn-Sham gap (alpha / beta), Ha: 0.183 / 0.205
Spin multiplicity: 1
F_max, Eh/bohr: 0.01086
Charge: -2

Last column: natural (NBO) charge in e.
Element x y z (Å)
Li  -2.88298  1.09464  0.03463  0.793
I  -6.10817  -1.56608  -0.07293  0.042
C  -6.65429  0.45954  -0.02651  -0.585
I  -4.98025  2.85978  0.03026  -0.713
H  -7.14718  0.70366  0.90521  0.166
H  -7.17841  0.74216  -0.93006  0.165
S  -2.08759  -0.35467  1.79660  -0.236
C  -0.84474  -0.97805  0.80682  -0.188
C  0.34725  -1.43733  1.44360  -0.248
C  1.38682  -1.98209  0.74641  -0.185
C  1.29976  -2.12180  -0.65783  -0.250
C  0.17528  -1.70961  -1.31152  -0.221
C  -0.92871  -1.11202  -0.63150  -0.214
S  -2.26477  -0.62440  -1.56934  -0.190
H  0.41452  -1.31279  2.51628  0.214
H  2.28176  -2.29457  1.27283  0.190
H  2.13007  -2.53507  -1.21951  0.197
H  0.10435  -1.79679  -2.38819  0.213
F  5.20263  -0.11033  0.22957  -0.321
C  4.00501  0.49885  0.08960  0.215
C  3.43742  0.65578  -1.15812  0.248
F  4.09401  0.17767  -2.23766  -0.320
C  2.21561  1.28265  -1.29248  0.304
F  1.72063  1.36661  -2.53437  -0.307
C  1.50913  1.82380  -0.20987  -0.285
Se  -0.09167  2.77769  -0.42562  -0.429
C  2.11642  1.62576  1.03530  0.291
F  1.52774  2.06692  2.15424  -0.306
C  3.33110  0.98640  1.18896  0.285
F  3.86926  0.81369  2.41522  -0.326



# 4
Density functional theory data (wB97M-V/def2-TZVPD) for a 2-piece molecular cluster, C2H3NOS2 overall in a non-equilibrium geometry.

## Properties
Energy relative to the best compared isomer or geometry (same formula, charge and spin), eV: 3.1523
Kohn-Sham gap, Ha: 0.328
Spin multiplicity: 1
F_max, Eh/bohr: 0.08462
Charge: 0

Last column: natural (NBO) charge in e.
Element x y z (Å)
C  0.62293  -1.85997  0.57974  0.192
N  0.84447  -1.38738  -0.46544  -0.431
S  1.46369  -1.13227  -1.84271  0.074
H  0.52374  -1.74267  1.61457  0.249
O  -0.89282  0.27479  0.96005  -0.584
C  -1.08457  1.33689  0.41808  0.262
S  -0.13435  1.92633  -0.97159  -0.059
H  -1.81457  1.91195  0.88372  0.148
H  0.47147  0.67232  -1.17641  0.150



# 5
Density functional theory data (wB97M-V/def2-TZVPD) for a 3-piece molecular cluster, C3H15N2O2 overall in a non-equilibrium geometry.

## Properties
Energy relative to the best compared isomer or geometry (same formula, charge and spin), eV: 1.9772
Kohn-Sham gap, Ha: 0.355
Spin multiplicity: 1
F_max, Eh/bohr: 0.11551
Charge: +1

Last column: natural (NBO) charge in e.
Element x y z (Å)
N  -1.16589  -1.00796  -0.51701  -0.706
C  -0.40169  -1.65443  0.57228  -0.054
C  -1.37492  -2.71371  1.31898  -0.642
C  0.26422  -0.55210  1.46326  -0.230
N  1.42086  0.02155  0.72619  -0.876
H  -1.92602  -1.39730  -0.93139  0.419
H  -0.51163  -0.58742  -1.33797  0.479
H  -1.50381  -0.10029  -0.19151  0.417
H  0.39233  -2.27666  0.10699  0.230
H  -2.43071  -2.58283  1.14896  0.220
H  -1.49886  -2.64799  2.33677  0.241
H  -0.99020  -3.63755  0.95426  0.235
H  -0.50472  0.23733  1.64963  0.181
H  0.65940  -1.14116  2.32057  0.239
H  2.05549  0.15815  1.46079  0.381
H  1.38724  0.81154  0.08078  0.394
H  1.84794  4.97130  -0.94607  0.480
H  1.26271  4.65057  0.43433  0.473
O  1.53933  4.23347  -0.37804  -0.952
H  0.42026  0.51664  -3.13761  0.525
H  -1.21422  0.59017  -2.92886  0.505
O  -0.30879  0.62426  -2.44833  -0.960



# 6
Density functional theory data (wB97M-V/def2-TZVPD) for one molecule with the formula C3H5NO2 in a non-equilibrium geometry.

## Properties
Energy relative to the best compared isomer or geometry (same formula, charge and spin), eV: 3.4286
Kohn-Sham gap, Ha: 0.357
Spin multiplicity: 1
F_max, Eh/bohr: 0.03785
Charge: 0

Last column: natural (NBO) charge in e.
Element x y z (Å)
H  -2.37105  0.23851  1.50605  0.370
N  -1.42593  0.37428  1.18228  -0.804
C  -1.17444  -0.36948  0.19355  0.454
O  -0.49096  0.13083  -1.08067  -0.557
C  0.75444  0.68248  -0.77076  -0.190
C  1.31632  -0.42083  0.10230  0.441
O  0.54823  -1.17218  0.66666  -0.458
H  -1.62688  -1.30980  -0.11449  0.162
H  0.65309  1.63962  -0.23486  0.223
H  1.44383  0.86921  -1.61892  0.210
H  2.37335  -0.66264  0.16885  0.148